C21H23N3OS in the gas phase. Source: the Open Molecules 2025 dataset; level of theory: wB97M-V/def2-TZVPD.

Summary:
- E_HOMO: -7.98 eV
- Net charge: 0
- LUMO: 0.48 eV
- Kohn-Sham gap: 8.46 eV
- Energy above the lowest of the compared OMol25 structures with the same formula, charge and spin: 0.8401 eV
- Structure (SMILES): Cc1cccc(C[C@@H]2SC(N3CCN(c4ccccc4)CC3)=NC2=O)c1

CARTESIAN COORDINATES (ANGSTROEM)
C1 -2.82477 -3.17533 1.52630
C2 -2.85901 -2.32764 0.29175
C3 -2.07097 -2.62599 -0.81171
C4 -2.12502 -1.83659 -1.94683
C5 -2.95052 -0.72777 -1.98472
C6 -3.73361 -0.40250 -0.88358
C7 -4.51905 0.87976 -0.86090
C8 -3.66093 1.99709 -0.24105
S1 -2.09380 2.18783 -1.11044
C9 -1.28104 1.36300 0.24405
N1 -0.03190 0.95305 0.12324
C10 0.80995 1.21564 -1.01632
C11 1.99315 2.10303 -0.58429
N2 2.72409 1.48052 0.49578
C12 3.77379 0.60942 0.20432
C13 4.73289 0.98149 -0.74409
C14 5.81362 0.17011 -1.02179
C15 5.98232 -1.03275 -0.35611
C16 5.05273 -1.40463 0.59724
C17 3.96147 -0.60149 0.87490
C18 1.85243 1.23485 1.62101
C19 0.66015 0.34262 1.23957
N3 -1.98836 1.19619 1.31206
C20 -3.27900 1.58825 1.20821
O1 -4.09700 1.58963 2.09153
C21 -3.68998 -1.21627 0.23907
H1 -1.97599 -3.85493 1.51146
H2 -3.73720 -3.76720 1.59960
H3 -2.76309 -2.54821 2.41359
H4 -1.41324 -3.48350 -0.78399
H5 -1.51436 -2.08107 -2.80427
H6 -2.98014 -0.10549 -2.86776
H7 -4.81613 1.16978 -1.87101
H8 -5.41311 0.77582 -0.24212
H9 -4.19871 2.94597 -0.24383
H10 1.19518 0.26077 -1.39345
H11 0.22868 1.70256 -1.79973
H12 1.60915 3.06785 -0.23603
H13 2.64080 2.27366 -1.44126
H14 4.64683 1.92873 -1.25429
H15 6.53734 0.48625 -1.75877
H16 6.82859 -1.66576 -0.57363
H17 5.16860 -2.33697 1.13072
H18 3.25706 -0.93710 1.61981
H19 1.46437 2.20418 1.95402
H20 2.41688 0.79798 2.44339
H21 1.00873 -0.64716 0.92721
H22 -0.04332 0.24398 2.06530
H23 -4.29856 -0.97172 1.09783

Forces on atoms 1 to 6 (eV/Å):
C -0.06 -0.02 -0.01
C 0.04 -0.01 -0.03
C 0.00 -0.02 0.09
C 0.04 0.04 -0.14
C -0.04 -0.12 -0.05
C -0.24 -0.09 -0.11

Atom charges from the Mulliken analysis, given in e for atoms 1 to 8:
1. C -1.59
2. C 0.89
3. C -0.80
4. C -0.72
5. C -0.31
6. C 0.48
7. C -1.32
8. C 0.31


A molecular structure, C21H24BiF3NO4P2S. Source: the Open Molecules 2025 dataset; level of theory: wB97M-V/def2-TZVPD.

Summary:
- E_HOMO (alpha / beta): -9.89 / -9.89 eV
- Net charge: +1
- LUMO (alpha / beta): -3.87 / -3.87 eV
- Kohn-Sham gap (alpha / beta): 6.02 / 6.02 eV

CARTESIAN COORDINATES (ANGSTROEM)
C1 -1.98784 2.67811 -2.58131
C2 -1.64850 1.48993 -1.94922
C3 -0.26806 1.14581 -1.86750
C4 0.71464 2.08102 -2.24604
C5 0.33839 3.29452 -2.83648
C6 -1.01423 3.57291 -3.03755
C7 2.12595 1.75576 -1.85994
C8 2.41410 0.28645 -1.95379
C9 1.36903 -0.58745 -1.59180
C10 1.62511 -1.97814 -1.41609
C11 2.89000 -2.45089 -1.73648
C12 3.91259 -1.59720 -2.16959
C13 3.68766 -0.22156 -2.23650
H1 -3.04769 2.91014 -2.71027
H2 1.12060 3.99233 -3.14214
H3 -1.31263 4.49490 -3.53961
H4 2.82761 2.31830 -2.47142
H5 3.07395 -3.52379 -1.64808
H6 4.88789 -2.00744 -2.43619
H7 4.47665 0.47392 -2.53566
N1 0.09931 -0.08433 -1.34200
Bi1 -0.19218 -0.00579 1.27308
C14 -2.70320 0.56826 -1.36792
H8 -2.55848 -0.46019 -1.73008
H9 -3.70444 0.90504 -1.67200
C15 0.52446 -2.90481 -0.93410
H10 -0.35852 -2.81062 -1.58428
H11 0.87685 -3.94349 -0.99587
P1 -2.70485 0.49618 0.47311
P2 -0.06418 -2.64843 0.79194
C16 1.17936 -3.42660 1.85511
H12 0.86070 -3.36816 2.90456
H13 1.31432 -4.48443 1.58843
H14 2.14292 -2.90992 1.75928
C17 -1.58142 -3.63610 0.96607
H15 -1.36618 -4.71183 0.89143
H16 -2.04314 -3.44467 1.94380
H17 -2.31138 -3.37165 0.18864
C18 -3.11184 2.18210 0.99585
H18 -3.97874 2.56922 0.44508
H19 -3.33983 2.20309 2.06955
H20 -2.26316 2.85455 0.82074
C19 -4.08504 -0.56431 0.98717
H21 -4.05623 -0.71112 2.07516
H22 -5.05240 -0.11314 0.72367
H23 -4.01759 -1.55310 0.51408
C20 -0.89873 -0.58614 3.91449
O1 -1.00775 -0.55311 5.04519
H24 2.19392 1.99690 -0.75081
F1 1.96942 0.53145 4.39416
C21 1.89471 1.80577 3.91734
F2 0.65359 2.27626 4.21847
F3 2.80386 2.55670 4.56254
S1 2.19039 1.83272 2.05144
O2 3.29643 2.69626 1.77079
O3 2.34299 0.38497 1.69718
O4 0.87080 2.30482 1.50440

Forces on atoms 1 to 6 (eV/Å):
C -0.18 0.36 0.09
C 0.74 -0.36 0.03
C -0.21 0.94 0.16
C -0.63 0.24 -0.21
C -0.08 -0.63 0.06
C 0.04 -0.03 -0.02

Atom charges from the Mulliken analysis, given in e for atoms 1 to 8:
1. C -0.89
2. C 0.29
3. C 0.63
4. C 0.38
5. C -1.00
6. C -0.76
7. C -0.66
8. C 0.58


A molecular structure, C21H24BrNO6. Source: the Open Molecules 2025 dataset; level of theory: wB97M-V/def2-TZVPD.

Summary:
- E_HOMO: -7.86 eV
- Net charge: 0
- LUMO: -0.29 eV
- Kohn-Sham gap: 7.57 eV

CARTESIAN COORDINATES (ANGSTROEM)
C1 4.09037 1.71355 0.02521
H1 4.75755 1.48847 0.85001
O1 2.86446 2.15055 0.20027
C2 1.92331 1.06769 0.69182
C3 2.33135 -0.34159 0.93615
C4 1.36364 -1.20114 1.62480
C5 0.01767 -0.86298 1.95708
C6 -0.37768 0.55349 1.32731
C7 0.45539 1.47237 0.74119
O2 0.04153 2.60425 0.39413
C8 0.41580 3.36340 -0.81061
H2 -0.43612 3.88899 -1.31215
H3 1.39435 3.58775 -0.80121
H4 0.70765 2.45459 -1.50701
O3 -1.69049 0.71928 1.59430
C9 -2.26621 2.01217 1.95795
H5 -2.33388 2.33168 0.90577
H6 -3.18299 1.88055 2.43739
H7 -1.42513 2.79460 2.34581
H8 -0.62848 -1.37683 2.34468
C10 1.78571 -2.54138 1.76652
H9 1.88588 -2.56514 3.08546
C11 3.08745 -2.87505 1.16557
C12 3.09382 -2.42880 -0.13687
O4 4.14817 -1.88764 -1.08365
O5 2.04830 -2.53200 -0.93408
C13 1.84400 -2.08247 -2.17991
H10 1.64463 -2.48390 -2.97829
H11 2.68820 -1.42673 -2.32619
C14 0.72262 -0.91781 -2.05382
O6 0.76114 0.29771 -2.74518
N1 -0.39228 -1.37948 -1.54435
C15 -1.56298 -0.71887 -1.14250
C16 -1.97907 0.35508 -1.69868
C17 -3.22478 0.96511 -1.38729
C18 -4.06944 0.57118 -0.55117
C19 -3.73814 -0.87347 -0.26091
C20 -2.53468 -1.40700 -0.11135
Br1 -2.14717 -3.11179 0.33595
H12 -4.57489 -1.29705 0.62788
C21 -5.37058 0.88340 -0.12012
H13 -5.57139 2.11362 -0.15724
H14 -5.85315 0.67542 0.76511
H15 -6.25151 0.41739 -0.93409
H16 -3.54643 2.06078 -1.87190
H17 -1.09912 0.94658 -2.31165
H18 -0.12301 -2.34967 -0.90384
H19 3.25303 -4.22752 1.11625
H20 4.02671 -2.55721 1.50897
H21 0.86730 -3.12206 1.63892
H22 3.37764 -0.35212 0.95274
H23 4.49213 2.63197 -0.59730
H24 4.28980 0.91811 -0.83590

Forces on atoms 1 to 6 (eV/Å):
C 5.27 0.60 -5.58
H -0.30 0.06 0.60
O -6.46 -2.95 2.65
C -0.99 -0.65 -0.82
C -3.94 5.55 1.19
C -1.42 3.46 -1.43

Atom charges from the Mulliken analysis, given in e for atoms 1 to 8:
1. C -0.86
2. H 0.33
3. O -0.36
4. C -0.25
5. C -1.29
6. C 1.17
7. C -1.63
8. C -0.29


C21H24Cl2N2O3 in the gas phase. Source: the Open Molecules 2025 dataset; level of theory: wB97M-V/def2-TZVPD.

Summary:
- E_HOMO: -7.69 eV
- Net charge: 0
- LUMO: 0.28 eV
- Kohn-Sham gap: 7.97 eV
- Energy above the lowest of the compared OMol25 structures with the same formula, charge and spin: 0.0266 eV
- Structure (SMILES): COC(=O)[C@@H](Cc1ccc(N(CCCl)CCCl)cc1)/N=C/c1ccccc1O

CARTESIAN COORDINATES (ANGSTROEM)
C1 5.60388 4.06064 -1.38097
O1 4.52396 3.17655 -1.65942
C2 4.38007 2.14492 -0.82482
O2 5.10579 1.92508 0.10515
C3 3.15931 1.31698 -1.20599
C4 3.41784 -0.19338 -0.94290
C5 2.10910 -0.86462 -0.64473
C6 1.17587 -1.11142 -1.64101
C7 -0.11446 -1.50176 -1.33811
C8 -0.53183 -1.66169 -0.01202
N1 -1.84051 -1.98993 0.30720
C9 -2.37135 -1.79178 1.63427
C10 -2.62615 -3.10583 2.37740
Cl1 -1.11302 -3.99855 2.68733
C11 -2.82726 -2.20306 -0.72078
C12 -3.37295 -0.88182 -1.27474
Cl2 -4.61381 -1.19738 -2.51304
C13 0.44091 -1.50032 0.98053
C14 1.72165 -1.09768 0.66781
N2 2.07863 1.73236 -0.35835
C15 0.92529 1.91757 -0.85756
C16 -0.25623 2.06351 -0.04253
C17 -1.49570 2.27436 -0.65195
C18 -2.65645 2.31621 0.08801
C19 -2.59667 2.13345 1.46491
C20 -1.38721 1.92350 2.09104
C21 -0.19853 1.89392 1.35737
O3 0.94834 1.69872 2.00548
H1 6.54849 3.51350 -1.38466
H2 5.59183 4.81255 -2.16539
H3 5.46874 4.52315 -0.40161
H4 2.92688 1.49189 -2.26941
H5 3.90506 -0.62181 -1.81969
H6 4.08587 -0.27458 -0.08465
H7 1.45005 -0.97390 -2.67812
H8 -0.79413 -1.66185 -2.15899
H9 -1.70100 -1.15773 2.21482
H10 -3.33410 -1.26994 1.56682
H11 -3.26043 -3.77060 1.79146
H12 -3.08776 -2.91218 3.34505
H13 -2.39959 -2.79831 -1.53035
H14 -3.65499 -2.77789 -0.29686
H15 -3.84328 -0.29087 -0.48895
H16 -2.58443 -0.29135 -1.73891
H17 0.21239 -1.68443 2.01618
H18 2.43213 -0.94634 1.46669
H19 0.76106 1.91604 -1.94388
H20 -1.53059 2.40867 -1.72404
H21 -3.60478 2.48999 -0.39729
H22 -3.50374 2.16021 2.05084
H23 -1.32693 1.78693 3.15953
H24 1.67774 1.65660 1.33753

Forces on atoms 1 to 6 (eV/Å):
C 0.30 0.10 0.21
O -0.23 0.05 -0.28
C -0.04 -0.09 -0.11
O 0.04 0.00 0.06
C 0.22 -0.12 -0.26
C -0.15 0.10 0.03

Atom charges from the Mulliken analysis, given in e for atoms 1 to 8:
1. C -0.69
2. O -0.30
3. C -0.10
4. O -0.58
5. C 0.57
6. C -1.46
7. C 0.68
8. C -1.40